204
Properties=species:S:1:pos:R:3:forces:R:3:lowdin_charge:R:1 method="wB97M-V/def2-TZVPD" smiles=CC1(C)CCCC(C)(C)N1O.CC1(C)CCCC(C)(C)N1O.CC1(C)CCCC(C)(C)N1O.CC1(C)CCCC(C)(C)N1O.CC1(C)CCCC(C)(C)N1O.CC1(C)CCCC(C)(C)N1O.CC(C)O.CC(C)O total_charge=0 lumo_ev=0.43
C 18.2787 18.3989 19.8829 1.67 -0.04 2.22 -0.045
C 17.2934 18.1029 18.8133 0.39 -1.05 -1.66 -0.482
C 16.3265 16.9670 19.2539 0.22 2.90 1.25 0.009
C 16.5332 19.3384 18.3160 -0.30 -1.70 -0.01 -0.151
C 17.4516 20.3792 17.7714 1.22 1.27 -0.87 -0.168
C 18.0622 19.8818 16.4121 -0.25 -2.47 2.69 -0.090
C 18.8335 18.4945 16.6155 -1.33 2.39 1.06 -0.474
C 19.0349 17.8362 15.2626 -0.35 -1.45 2.21 -0.019
C 20.1808 18.8774 17.2017 0.44 0.58 -1.28 -0.038
N 17.9469 17.6094 17.4780 0.24 0.38 0.13 -0.098
O 18.6553 16.3811 17.6508 -0.69 0.20 -0.03 -0.014
H 18.7724 19.3576 19.7745 0.04 0.15 -0.23 0.058
H 17.8610 18.4459 20.9264 -0.12 -0.22 -1.03 0.111
H 19.1390 17.6798 19.9974 -0.87 0.28 -0.33 0.100
H 16.8276 16.2813 19.8961 0.46 -0.99 0.03 0.074
H 15.6428 17.5157 19.9597 0.01 -0.71 -0.82 0.103
H 15.8410 16.5502 18.4068 -0.59 -0.58 -0.38 0.048
H 15.9952 18.8348 17.4814 -0.35 1.01 0.27 0.118
H 15.8048 19.7182 19.0399 0.21 -0.13 0.04 0.127
H 16.8293 21.2442 17.5278 0.23 0.24 0.12 0.106
H 18.2648 20.7453 18.5129 -1.38 -0.66 -1.23 0.128
H 18.7291 20.5589 15.9775 0.99 1.14 -0.66 0.095
H 17.2720 19.6483 15.7454 -1.02 0.13 -0.79 0.101
H 19.3002 18.5779 14.5619 0.72 0.50 -0.98 0.077
H 18.1184 17.3431 15.0047 -0.58 -0.09 -0.54 0.065
H 19.7382 17.0262 15.4863 0.33 0.26 -0.90 0.098
H 20.6798 18.0797 17.6461 0.86 -1.77 0.71 0.055
H 20.2347 19.6656 17.9262 -0.54 0.63 0.35 0.069
H 20.8308 19.1839 16.3574 -0.30 -0.04 0.39 0.104
H 19.1222 16.4787 18.4794 0.52 -0.06 0.47 0.069
C 8.7066 15.2685 20.7806 -1.53 -0.78 -1.25 -0.026
C 8.7410 16.6623 21.3758 2.58 0.07 -0.69 -0.539
C 7.7615 17.5724 20.6768 -1.30 -0.11 2.09 -0.029
C 8.4775 16.7783 22.8389 -1.85 -0.41 0.85 -0.163
C 9.5051 16.1817 23.7746 -1.02 -2.06 -0.92 -0.178
C 10.8014 16.8725 23.5403 0.77 0.93 0.40 -0.154
C 11.2718 16.9154 22.0825 -0.09 0.21 -0.96 -0.499
C 12.2705 18.0741 21.9734 1.08 0.80 -0.04 -0.048
C 11.9255 15.6057 21.6803 -1.12 -1.06 1.08 -0.026
N 10.1045 17.2603 21.1851 0.47 1.16 0.77 -0.058
O 10.5650 17.2233 19.8392 -0.25 -0.73 -0.08 -0.083
H 9.2369 14.4365 21.2196 0.33 0.19 0.73 0.056
H 7.6653 14.9069 20.6461 0.29 0.25 0.34 0.097
H 9.0675 15.3046 19.7491 0.18 0.24 0.04 0.073
H 6.7555 17.1790 20.9593 0.45 0.49 -0.36 0.105
H 7.8504 18.6114 21.0476 0.04 -0.53 -0.31 0.104
H 7.8452 17.5156 19.6442 0.20 0.06 -2.05 0.045
H 8.3128 17.8306 23.0484 0.29 0.35 0.21 0.119
H 7.4570 16.3504 22.9634 0.59 -0.09 0.29 0.136
H 9.1243 16.1229 24.7927 0.29 0.67 0.22 0.113
H 9.5593 15.0793 23.5325 0.30 0.88 -0.01 0.123
H 11.6033 16.4628 24.1667 -0.01 0.01 -0.22 0.129
H 10.7255 17.9380 23.8056 -0.26 -0.24 0.33 0.122
H 12.8401 18.1264 20.9989 -0.84 -0.13 0.88 0.083
H 13.0575 18.0404 22.7753 -0.68 -0.34 -0.58 0.096
H 11.7433 19.0346 22.1496 0.22 -0.49 -0.36 0.086
H 11.2154 14.7982 21.9795 0.83 0.24 -0.14 0.076
H 12.9013 15.4336 22.1102 0.17 0.08 0.65 0.085
H 12.0880 15.4951 20.6466 -0.08 0.18 -1.52 0.056
H 10.2246 17.9852 19.3264 0.00 0.12 0.50 0.080
C 9.1457 11.5204 17.6544 2.01 -1.25 -0.29 0.005
C 10.3240 10.4223 17.5699 -2.42 0.12 -0.71 -0.527
C 9.7854 9.2880 16.7074 0.28 -0.91 0.16 -0.044
C 11.4949 11.0689 16.8855 1.03 -1.05 -0.99 -0.146
C 12.2722 11.9739 17.8064 0.65 0.29 -0.04 -0.164
C 12.7108 11.2018 19.0244 -1.62 0.01 1.23 -0.118
C 11.5341 10.4925 19.7650 -0.50 -0.50 0.02 -0.500
C 12.0732 9.4165 20.6862 -0.58 -1.36 1.75 -0.056
C 10.6884 11.4934 20.5776 -0.21 -0.24 1.91 -0.035
N 10.7259 9.7415 18.7762 0.81 -0.10 0.49 -0.097
O 9.6040 9.0372 19.3855 -0.31 3.54 -0.17 -0.042
H 9.4938 12.3379 18.2045 0.69 1.53 0.63 0.023
H 8.9065 11.8860 16.6591 -0.36 -0.35 -0.01 0.089
H 8.3332 11.1884 18.2340 -1.54 -0.67 0.17 0.057
H 8.9347 8.8201 17.2276 0.21 0.23 -0.61 0.087
H 9.5309 9.7148 15.7716 -0.74 0.22 -1.09 0.064
H 10.5259 8.4766 16.4858 -0.34 0.78 0.51 0.106
H 12.0513 10.1649 16.5519 0.51 0.78 0.17 0.134
H 11.2034 11.5707 15.9454 -0.21 -0.09 0.48 0.117
H 13.1583 12.4719 17.3707 -0.42 -0.37 -0.24 0.111
H 11.6162 12.7918 18.1028 -0.05 0.17 0.16 0.105
H 13.1331 11.8390 19.7760 0.29 0.71 0.40 0.112
H 13.4623 10.4741 18.8774 0.78 -0.93 -0.87 0.105
H 12.7261 9.7910 21.4719 0.13 0.43 0.01 0.078
H 12.6243 8.5880 20.2212 -0.15 0.51 -0.48 0.089
H 11.2412 8.8830 21.2531 0.79 0.84 -0.81 0.100
H 9.9213 10.9808 21.2427 0.45 0.36 -1.30 0.104
H 10.2468 12.2975 19.9945 -0.10 -0.12 0.01 0.051
H 11.2668 11.9772 21.3935 0.25 -0.12 -0.71 0.087
H 9.0008 9.8564 19.5190 0.72 -2.30 0.17 0.115
C 17.4138 13.0195 8.9224 0.02 1.65 -1.22 -0.045
C 17.5075 14.0186 10.0612 1.15 -0.37 2.44 -0.493
C 16.6682 13.3638 11.2453 -0.99 1.72 -1.17 -0.003
C 18.9885 14.0738 10.5523 0.27 -2.03 0.06 -0.144
C 19.2746 15.1244 11.6469 0.18 -1.06 -0.07 -0.182
C 18.9248 16.4743 11.0373 -0.86 1.18 -0.86 -0.123
C 17.4313 16.5625 10.4470 1.54 -0.59 3.04 -0.499
C 16.4814 16.6638 11.7290 0.82 -0.53 -1.43 -0.018
C 17.3161 17.8267 9.6110 -1.51 -0.70 -1.10 -0.040
N 17.1668 15.3733 9.6857 -0.59 -0.02 -2.19 -0.096
O 15.8054 15.4260 9.2279 -0.29 0.13 1.92 -0.050
H 17.8255 12.1017 9.2575 -0.25 -1.13 0.48 0.066
H 16.3558 13.0326 8.6704 0.01 -0.76 -0.37 0.082
H 18.0169 13.2394 8.0142 -0.44 0.50 0.52 0.097
H 15.6634 13.7902 11.4331 0.68 0.26 -0.16 0.064
H 16.4530 12.3634 11.0112 -0.05 -1.56 -0.39 0.059
H 17.1765 13.3820 12.1633 0.69 0.18 1.28 0.035
H 19.2694 12.9792 10.8852 -0.53 2.07 -0.35 0.154
H 19.5876 14.2300 9.6469 0.15 0.30 0.20 0.110
H 18.7880 14.7578 12.5763 -0.21 0.88 -0.44 0.101
H 20.3439 15.0871 11.8968 -0.12 0.11 -0.16 0.107
H 19.6612 16.6349 10.1983 -0.79 -0.10 0.58 0.128
H 18.9789 17.4117 11.6581 0.29 -1.17 -0.06 0.114
H 16.7690 17.5706 12.1970 0.08 0.96 0.71 0.066
H 16.6303 15.8390 12.4364 -0.16 0.13 -0.27 0.074
H 15.4360 16.7688 11.4278 -0.05 -0.10 0.23 0.059
H 17.7715 17.6067 8.6194 -0.24 0.38 0.61 0.098
H 17.7584 18.7283 10.0588 -0.19 -0.44 0.03 0.084
H 16.1980 17.9433 9.4540 1.33 0.43 -0.09 0.095
H 15.3233 15.5515 10.1054 0.21 -0.43 -1.60 0.064
C 12.2408 15.7978 9.0991 0.79 -1.35 -0.17 -0.028
C 11.6050 15.6279 10.5042 0.51 -1.51 0.35 -0.505
C 12.0858 16.7829 11.3568 -1.83 1.01 -0.92 -0.024
C 10.0651 15.4730 10.3461 0.90 1.77 0.77 -0.114
C 9.3634 15.0492 11.6654 1.05 0.39 -0.77 -0.157
C 9.8195 13.6335 11.9374 1.59 -0.27 -0.79 -0.125
C 11.3781 13.5804 12.1704 -0.67 3.72 -1.10 -0.495
C 11.6346 14.2911 13.5321 0.70 0.04 -0.72 -0.016
C 11.9186 12.2192 12.1558 -1.59 -1.96 0.07 -0.041
N 12.0416 14.2933 11.0269 0.64 -0.05 -0.50 -0.053
O 13.4821 14.3704 11.3193 -1.55 0.75 0.49 -0.056
H 13.3834 15.9091 9.1774 -1.85 0.06 -0.29 0.089
H 12.0311 14.8403 8.5521 0.37 0.74 0.35 0.096
H 11.7701 16.5847 8.4871 0.36 0.04 0.52 0.085
H 13.1234 16.9673 11.3846 1.32 -0.35 -0.10 0.052
H 11.6622 17.6382 10.8301 0.02 0.50 0.11 0.094
H 11.7119 16.8550 12.3507 -0.39 -0.30 0.84 0.040
H 9.7576 16.4357 9.8858 -0.37 -0.40 0.60 0.126
H 9.9265 14.7403 9.5870 -0.28 -0.81 -0.58 0.100
H 9.6419 15.7430 12.4724 -0.29 -0.19 -0.21 0.097
H 8.3066 15.0528 11.5235 -0.89 0.22 0.03 0.098
H 9.5102 13.0233 11.0749 0.36 0.00 0.11 0.125
H 9.4067 13.1471 12.7891 -0.67 -0.12 0.92 0.103
H 11.2217 13.6102 14.2172 -0.39 -0.81 1.53 0.053
H 11.1923 15.2695 13.7429 -0.25 -0.23 -0.59 0.055
H 12.6961 14.4291 13.7303 0.08 -0.34 -0.09 0.068
H 12.9223 12.1521 12.4403 1.84 0.23 -0.06 0.061
H 11.7244 11.6580 11.1913 0.13 0.67 1.20 0.124
H 11.4467 11.7494 13.0235 -0.37 -0.71 -0.31 0.084
H 13.8076 13.7115 10.7292 0.56 -0.75 -0.73 0.067
C 12.4261 20.7712 16.6597 -2.25 0.61 0.40 -0.001
C 11.2981 20.2474 17.6510 0.35 2.09 0.05 -0.456
C 11.6988 20.6256 19.1232 -1.52 -0.86 -0.57 -0.017
C 10.0038 21.0410 17.3338 0.33 -0.86 0.28 -0.134
C 9.1453 20.5401 16.1932 0.01 -1.31 0.20 -0.170
C 8.9851 19.0135 16.3200 -0.36 -0.60 -1.16 -0.116
C 10.3396 18.2779 16.4492 -0.76 -0.05 -0.50 -0.493
C 10.0480 16.7955 16.6001 1.21 -0.75 0.10 -0.026
C 11.1011 18.4168 15.1285 1.24 -0.83 1.10 -0.008
N 11.0047 18.8261 17.6362 0.02 0.02 -0.12 -0.105
O 12.2480 18.1731 17.8579 -0.18 -0.51 0.18 -0.028
H 13.2832 20.1801 16.6457 1.28 -1.39 -0.27 0.042
H 11.9980 20.9561 15.6650 0.33 -0.40 0.15 0.080
H 12.7736 21.7427 16.9790 -0.12 0.44 0.44 0.077
H 12.6889 20.3292 19.3078 1.40 -0.66 0.33 0.047
H 11.6824 21.6874 19.2965 -0.33 0.55 -0.11 0.078
H 11.0264 20.1055 19.8587 0.53 0.53 -0.66 0.093
H 9.3953 20.9407 18.2151 -0.46 0.01 0.60 0.111
H 10.2445 22.0856 17.2635 0.21 0.54 -0.20 0.117
H 8.1837 20.9976 16.2876 -0.75 0.35 -0.05 0.102
H 9.4731 20.7432 15.1931 0.57 0.47 -0.45 0.096
H 8.4793 18.5404 15.4039 0.55 0.87 1.16 0.150
H 8.3501 18.7594 17.1731 0.09 0.03 0.11 0.110
H 9.7513 16.3849 15.6410 -0.62 0.06 -0.04 0.076
H 9.3926 16.4788 17.3900 -0.66 0.25 0.36 0.070
H 10.9715 16.2474 16.7924 0.29 0.12 0.12 0.076
H 12.1867 18.2730 15.2220 -0.28 0.08 0.31 0.083
H 10.9419 19.3700 14.7426 -0.19 1.46 -1.07 0.046
H 10.7877 17.6477 14.4538 -0.43 -0.20 -0.63 0.059
H 11.9981 17.6287 18.6248 0.52 -0.11 0.00 0.073
C 16.8223 11.7302 15.1026 -0.23 -0.04 -1.05 -0.051
C 16.4511 13.1106 15.5382 1.28 1.58 0.78 -0.444
C 16.9778 13.4402 16.9737 -0.44 0.26 -1.69 -0.031
O 16.8982 14.1299 14.6037 0.28 -2.68 -0.55 -0.056
H 17.8832 11.6901 14.9590 0.76 -0.10 -0.06 0.077
H 16.3593 11.3726 14.1614 0.04 0.46 0.44 0.086
H 16.5604 11.0403 15.8797 -0.18 -0.49 0.47 0.071
H 15.3986 13.2223 15.6468 -1.21 -0.23 -0.28 0.092
H 16.4224 12.8645 17.6584 -0.70 -0.88 1.05 0.059
H 16.7609 14.4751 17.1711 0.03 0.47 0.15 0.040
H 18.0177 13.2752 17.1451 0.87 -0.20 -0.20 0.076
H 16.8062 14.9551 15.0415 -0.35 1.54 0.76 0.009
C 14.3019 16.6005 14.3142 -1.66 -0.06 -0.88 -0.049
C 14.5965 16.6540 15.8107 1.19 0.06 -0.41 -0.416
C 13.9751 15.5466 16.6306 0.01 -0.41 0.81 -0.037
O 16.0218 16.4389 15.8118 0.62 1.26 1.18 -0.131
H 13.1939 16.5778 14.0939 1.12 0.00 0.31 0.058
H 14.7434 15.6966 13.8564 -0.23 0.16 0.43 0.079
H 14.7088 17.4360 13.7074 -0.06 -0.20 0.83 0.085
H 14.3472 17.6322 16.2596 0.07 -0.22 -0.30 0.120
H 13.0648 15.2614 16.2044 -1.77 -0.40 -0.84 0.038
H 13.7013 15.7507 17.6838 0.60 0.30 -0.43 0.086
H 14.5678 14.6296 16.5918 0.16 0.38 0.10 0.056
H 16.4887 16.9759 16.5204 -0.12 -0.61 -0.80 0.058